ORCA calculation (ωB97M-V/def2-TZVPD) on a single C18H17ClN4O2 molecule in a non-equilibrium geometry.

The value obtained for the gap between HOMO and LUMO is 9.140 eV. Its structure (SMILES) is Cc1cccc(OCCNC(=O)c2cc(-n3cnnc3)ccc2Cl)c1. Its total energy is -41519.7675 eV. As for the LUMO energy: 0.2806 eV.

Geometry as ORCA input:
```
! RIJCOSX wB97M-V def2-TZVPD def2/J DEFGRID3
* xyz 0 1
C 1.65 0.18 -4.19
C 0.66 -0.80 -3.66
C -0.34 -0.41 -2.79
C -1.27 -1.32 -2.28
C -1.20 -2.65 -2.68
C -0.20 -3.05 -3.56
C 0.72 -2.14 -4.04
H 1.50 -2.47 -4.72
H -0.16 -4.08 -3.87
H -1.92 -3.38 -2.33
O -2.19 -0.79 -1.42
C -3.09 -1.63 -0.73
H -3.78 -0.93 -0.25
H -3.65 -2.28 -1.41
C -2.39 -2.48 0.37
N -1.30 -1.73 0.95
C -1.48 -0.84 1.95
O -2.47 -0.79 2.64
C -0.31 0.10 2.09
C 0.11 0.79 0.96
C 1.17 1.68 1.03
C 1.81 1.89 2.25
C 1.40 1.21 3.38
C 0.33 0.32 3.31
Cl -0.16 -0.53 4.72
H 1.89 1.38 4.32
H 2.63 2.59 2.31
N 1.58 2.34 -0.13
C 0.82 2.79 -1.17
N 1.56 3.28 -2.10
N 2.85 3.16 -1.72
C 2.86 2.60 -0.55
H 3.74 2.36 0.01
H -0.25 2.78 -1.17
H -0.40 0.63 0.02
H -0.47 -1.64 0.38
H -1.99 -3.41 -0.04
H -3.11 -2.70 1.16
H -0.42 0.62 -2.49
H 2.67 -0.11 -3.91
H 1.47 1.18 -3.80
H 1.61 0.22 -5.27
*
```